# 1
{"formula": "C5H33N2O11", "method": "ωB97M-V with the def2-TZVPD basis set", "orbital_gap_ev": 9.45, "relative_energy_kcal_mol": 58.6, "total_charge": 1, "e_homo_ev": -12.070, "symbols": ["H", "H", "H", "O", "H", "O", "H", "H", "O", "H", "H", "H", "H", "O", "N", "H", "H", "H", "H", "O", "C", "O", "C", "H", "C", "H", "H", "H", "H", "N", "O", "H", "H", "H", "O", "O", "H", "O", "H", "C", "H", "H", "H", "C", "H", "H", "H", "O", "H", "H", "H"], "xyz": [[2.750, -4.792, 1.798], [-1.042, 0.328, 2.733], [1.642, -0.911, 2.055], [-0.860, 1.657, -2.030], [-0.880, 3.018, 0.957], [-3.900, -1.012, 0.078], [-3.799, 1.159, 1.481], [-2.679, 2.141, -1.433], [2.497, 3.033, 0.121], [1.958, -2.041, -1.244], [0.398, 2.068, 0.504], [1.348, 2.186, -3.809], [-2.272, 0.948, 0.864], [2.403, -3.978, 1.449], [0.986, -0.205, 2.514], [0.366, -0.065, -0.243], [-4.347, -0.176, 0.061], [-2.408, -0.619, -2.540], [3.630, -1.851, 0.569], [-3.146, -0.079, -2.650], [-1.745, 1.611, -1.245], [3.557, 0.960, 1.371], [-1.391, 1.087, 0.183], [-3.537, -1.100, -0.846], [-0.476, -0.592, 2.532], [2.295, 3.041, -0.805], [3.113, 3.699, 0.472], [3.360, 1.635, 0.708], [-3.149, 0.303, -3.521], [-0.522, 2.081, 0.922], [2.788, -1.402, 0.626], [1.280, 0.009, 3.522], [2.441, -1.391, -2.656], [2.172, -4.167, 0.549], [1.794, 1.894, -3.058], [-4.241, 1.887, 1.060], [0.040, -2.159, -2.590], [1.734, -1.865, -2.194], [1.084, 0.655, 2.037], [-0.677, -0.254, 0.004], [1.047, 1.554, -2.521], [-1.701, -1.764, 1.039], [-4.577, 2.423, 1.798], [-0.743, -1.225, 1.186], [-1.115, -0.787, -0.878], [4.294, 1.276, 1.830], [-0.702, -1.304, 3.347], [-0.912, -2.070, -2.513], [3.010, -0.442, 0.803], [-1.158, -2.376, -3.401], [-0.009, -2.030, 1.006]], "forces_ev_per_a": [[0.2, -0.6, 0.2], [0.3, -0.3, -0.2], [-0.8, 0.4, 0.6], [1.6, -0.1, -1.8], [-0.2, 0.3, -0.2], [1.2, -0.8, -1.1], [0.1, -0.5, 0.5], [-0.5, -0.2, 0.1], [0.1, -0.6, 1.7], [0.2, 0.7, -1.3], [0.1, 0.6, -0.3], [-1.0, 1.0, -2.2], [0.9, 0.1, -1.3], [0.0, 0.6, 0.6], [0.4, -1.2, 3.0], [0.2, 0.1, -0.3], [-0.7, 0.7, -0.2], [2.4, -1.5, -0.3], [0.3, -0.3, 0.3], [-2.5, 1.1, 0.6], [-0.4, 0.9, 2.6], [-1.5, -0.6, -0.6], [-0.7, 0.3, 1.0], [-0.9, 0.2, 1.3], [-0.5, -0.7, 0.0], [0.4, 0.7, -1.1], [-0.5, 0.1, -1.1], [-0.4, 0.5, -0.3], [0.2, 0.0, -0.5], [-0.1, -1.9, -0.4], [-0.7, 1.1, 0.0], [-0.1, -0.6, -1.8], [-0.1, -0.2, 0.6], [-0.2, -0.3, -0.7], [0.6, -1.1, 2.7], [-0.5, 0.8, 0.2], [1.0, 0.4, 0.5], [0.1, -0.4, 0.8], [0.0, 1.4, -0.9], [-0.1, -0.2, -0.4], [0.4, 0.1, -0.3], [0.2, 0.6, 1.0], [0.0, -0.2, -0.4], [-0.7, -0.7, -1.1], [0.6, 0.6, 0.9], [1.9, 0.5, 1.2], [0.6, 0.4, -0.3], [-0.9, -0.4, -1.2], [0.5, -1.1, -0.4], [-0.4, 0.0, 0.4], [0.0, 0.3, 0.2]], "nbo_charge": [0.48, 0.23, 0.48, -0.59, 0.39, -0.96, 0.46, 0.15, -0.99, 0.51, 0.36, 0.47, 0.19, -0.95, -0.71, 0.19, 0.48, 0.49, 0.50, -0.96, 0.47, -0.99, -0.14, 0.49, -0.23, 0.52, 0.51, 0.51, 0.49, -0.87, -1.01, 0.44, 0.50, 0.47, -0.97, -0.94, 0.51, -0.99, 0.44, -0.44, 0.49, 0.27, 0.49, -0.45, 0.27, 0.49, 0.23, -0.99, 0.50, 0.48, 0.22]}



# 2
{"formula": "C5H33N2O11", "method": "ωB97M-V with the def2-TZVPD basis set", "orbital_gap_ev": 9.83, "relative_energy_kcal_mol": 0.0, "total_charge": 1, "e_homo_ev": -12.016, "symbols": ["C", "H", "N", "H", "H", "H", "H", "N", "O", "H", "H", "H", "H", "H", "C", "O", "H", "H", "H", "H", "H", "H", "H", "C", "H", "H", "C", "H", "H", "O", "H", "H", "H", "O", "H", "H", "H", "O", "O", "H", "H", "H", "O", "H", "O", "O", "C", "O", "H", "O", "H"], "xyz": [[-3.457, 1.989, -2.105], [-4.300, 2.069, -1.425], [-2.680, 1.005, -2.041], [2.295, -2.200, 2.560], [1.814, 1.245, 1.689], [-2.092, -0.013, 2.257], [-0.661, 2.911, 1.195], [1.709, -0.718, -2.150], [-0.065, 3.453, 0.632], [2.789, 0.315, -3.622], [-2.208, -1.486, 0.687], [2.550, -1.256, -1.948], [-0.583, -1.950, 4.901], [-0.430, 1.304, 2.477], [-1.592, 0.855, -2.927], [-0.269, -2.580, -2.211], [-0.699, -3.298, -2.688], [1.697, -3.832, 1.088], [1.039, -1.325, -2.648], [-0.407, -1.135, 0.035], [1.070, 1.961, -4.166], [-0.174, 1.981, -1.860], [-3.373, 2.820, -2.803], [-0.376, 1.340, -2.709], [0.634, -0.261, 0.944], [1.700, 0.001, 2.688], [0.783, 1.055, -3.625], [0.469, 0.380, -4.428], [2.976, 2.811, 0.496], [1.212, 0.763, 2.301], [0.489, -1.861, 3.755], [-1.574, 2.025, 3.233], [2.428, 1.255, -2.204], [2.277, 2.188, 0.247], [-0.586, 4.163, 0.246], [-1.715, -1.365, 2.879], [-1.808, 0.232, -3.789], [2.152, -2.983, 1.047], [-1.995, -1.569, -0.288], [1.443, 2.710, 0.218], [1.530, -2.355, 0.616], [-2.447, -0.811, -0.715], [-2.341, -0.958, 2.240], [-0.918, -2.321, -1.518], [-0.459, -1.978, 3.949], [2.239, -1.590, 3.343], [2.014, 0.534, -2.907], [0.546, -0.932, 0.231], [1.186, -0.521, -1.254], [-1.337, 1.685, 2.360], [3.015, -1.775, 3.886]], "forces_ev_per_a": [[-0.4, 0.5, 0.1], [0.0, -0.2, 0.2], [0.1, -0.5, 0.0], [0.1, 0.1, 0.1], [-0.1, 0.0, 0.2], [-0.3, -0.2, -0.1], [0.1, 0.3, -0.1], [-0.4, 0.4, -0.3], [-0.2, -0.2, 0.0], [0.3, -0.2, -0.3], [-0.1, 0.0, -0.1], [-0.2, 0.0, 0.2], [0.2, 0.0, 0.0], [-0.2, 0.2, 0.0], [-0.1, 0.2, 0.2], [-0.3, -0.1, 0.1], [0.1, 0.0, 0.0], [0.0, 0.0, 0.0], [0.1, -0.2, 0.0], [0.0, 0.3, 0.4], [0.1, 0.1, 0.2], [-0.1, 0.0, 0.2], [0.3, 0.0, -0.3], [0.2, 0.0, -0.3], [-0.3, -0.2, 0.0], [-0.1, 0.3, 0.1], [-0.3, 0.3, -0.3], [0.1, -0.2, 0.2], [-0.2, -0.1, -0.1], [0.2, -0.3, -0.2], [-0.1, 0.0, 0.4], [0.0, 0.0, -0.1], [-0.2, 0.0, 0.1], [0.2, 0.1, 0.0], [0.0, 0.0, 0.0], [-0.2, -0.1, -0.1], [0.0, -0.1, 0.1], [-0.1, 0.1, -0.1], [-0.2, 0.4, -0.2], [0.2, 0.1, 0.1], [0.0, -0.2, 0.2], [0.1, -0.3, 0.1], [0.3, 0.2, 0.1], [0.1, -0.1, -0.2], [-0.1, 0.0, -0.3], [0.2, -0.2, -0.2], [0.1, 0.0, 0.0], [0.1, 0.1, -0.2], [0.5, -0.2, 0.1], [0.4, -0.1, 0.2], [-0.2, 0.1, 0.0]], "nbo_charge": [0.01, 0.18, -0.45, 0.52, 0.52, 0.50, 0.51, -0.73, -1.00, 0.22, 0.53, 0.43, 0.49, 0.52, -0.01, -1.01, 0.49, 0.49, 0.46, 0.52, 0.24, 0.22, 0.16, -0.27, 0.52, 0.52, -0.45, 0.22, 0.49, -1.03, 0.51, 0.50, 0.23, -1.00, 0.49, 0.51, 0.21, -0.98, -1.03, 0.52, 0.51, 0.51, -1.00, 0.51, -0.99, -1.01, -0.22, -1.04, 0.47, -1.00, 0.50]}



# 3
{"formula": "C5H33N3O9", "method": "ωB97M-V with the def2-TZVPD basis set", "orbital_gap_ev": 9.22, "relative_energy_kcal_mol": 51.3, "e_homo_ev": -9.081, "symbols": ["O", "H", "H", "H", "H", "O", "H", "N", "C", "H", "H", "H", "H", "H", "H", "O", "H", "H", "H", "H", "O", "O", "H", "O", "H", "N", "H", "H", "H", "O", "H", "C", "H", "H", "H", "H", "O", "C", "H", "H", "H", "H", "C", "H", "H", "H", "N", "C", "O", "H"], "xyz": [[0.868, -2.037, 4.188], [-2.402, 1.854, -1.451], [4.646, 0.600, -1.507], [-1.519, -1.393, 1.766], [0.828, -2.748, 3.527], [3.849, -0.703, -3.374], [0.252, -0.291, -2.112], [-1.956, 0.282, -3.511], [-3.078, -0.013, -2.608], [-1.134, 0.650, -3.045], [1.155, 0.250, -1.023], [-1.657, -0.547, -4.012], [-4.017, 0.292, -3.153], [-3.215, -1.018, -2.219], [3.357, -1.391, -2.922], [2.863, 0.366, 3.742], [3.250, 0.009, -3.625], [-4.806, -0.743, 0.191], [-0.161, 1.982, 0.939], [-3.516, -1.324, 1.210], [1.180, -0.237, -1.868], [-3.070, 2.227, 2.748], [4.163, -0.748, 0.134], [4.126, -1.517, -0.451], [-2.870, 2.296, 3.696], [-1.324, -0.166, 0.024], [-1.467, -2.273, 0.391], [2.410, 1.336, 1.189], [-2.155, 2.165, 2.448], [2.506, 0.524, 0.683], [2.741, 0.678, -0.246], [-1.021, -1.356, 0.806], [0.669, 3.356, 1.262], [-2.868, 1.085, 0.729], [0.905, -0.582, 1.156], [0.012, -1.692, 3.892], [0.617, 2.545, 0.761], [-3.069, 1.001, -1.400], [2.251, -0.367, 3.878], [-3.676, -1.663, -0.459], [4.530, 2.052, -0.860], [4.350, -1.134, -1.309], [-3.707, -0.844, 0.273], [-4.092, 1.353, -1.418], [-1.085, -0.184, -0.961], [3.691, -0.023, 3.466], [0.404, -1.483, 1.212], [-2.732, 0.301, -0.043], [4.072, 1.325, -1.280], [0.905, -2.056, 0.543]], "forces_ev_per_a": [[-0.9, -0.5, -0.6], [0.2, 0.1, -0.7], [0.7, 0.2, -0.3], [-0.7, 1.2, 0.2], [1.0, -0.1, 0.1], [0.9, 0.0, -0.1], [0.2, -0.2, -0.2], [0.3, -0.9, 0.1], [-0.6, 2.7, -0.1], [-0.3, 0.1, 0.1], [0.0, -0.3, -0.2], [0.0, 0.1, -0.2], [0.9, -0.8, 0.2], [0.4, -0.2, -0.3], [-0.7, 0.1, -0.1], [-0.3, 0.5, 0.2], [-0.2, -0.3, 0.4], [0.4, 1.3, 0.4], [0.4, 0.6, 0.1], [0.1, 0.0, 0.7], [-0.1, 0.3, 0.2], [0.8, 0.0, 0.7], [-0.4, -0.2, 0.3], [0.4, 0.2, -0.2], [-0.7, 0.0, 0.0], [-0.7, 1.2, -0.4], [0.9, -0.1, -0.5], [-0.1, 0.2, -0.4], [-0.1, 0.0, -0.6], [-0.1, -1.1, 0.3], [0.3, 0.8, 0.5], [0.7, -0.5, 0.6], [-0.7, 0.0, 0.4], [-0.1, -0.5, -0.3], [-0.5, -0.4, 0.2], [0.1, 0.8, 0.5], [0.1, -0.6, -0.6], [0.1, -2.0, 0.5], [0.0, -0.3, -0.1], [0.9, 0.0, 0.0], [0.5, -0.1, 0.1], [0.0, -0.5, 0.0], [-1.1, -1.0, -1.1], [-0.1, 0.4, 0.8], [0.6, -0.9, 0.4], [0.1, -0.2, -0.1], [-0.4, -0.1, -1.1], [-1.5, 0.4, 0.8], [-0.9, 0.5, -0.4], [0.1, 0.0, -0.1]], "nbo_charge": [-0.94, 0.22, 0.49, 0.17, 0.48, -0.97, 0.45, -0.83, -0.24, 0.34, 0.49, 0.36, 0.19, 0.18, 0.49, -0.97, 0.49, 0.23, 0.50, 0.21, -0.95, -0.92, 0.48, -0.94, 0.47, -0.68, 0.17, 0.50, 0.46, -1.00, 0.50, -0.06, 0.48, 0.19, 0.40, 0.47, -0.98, -0.42, 0.50, 0.20, 0.49, 0.45, -0.65, 0.22, 0.34, 0.47, -0.88, -0.04, -0.96, 0.37]}



# 4
{"formula": "C5H33NO12", "method": "ωB97M-V with the def2-TZVPD basis set", "orbital_gap_ev": 8.34, "relative_energy_kcal_mol": 110.0, "e_homo_ev": -8.094, "symbols": ["H", "H", "C", "H", "H", "H", "H", "H", "O", "H", "O", "C", "O", "H", "H", "H", "H", "H", "C", "H", "H", "O", "H", "C", "O", "O", "H", "H", "H", "H", "H", "H", "H", "H", "H", "H", "O", "H", "O", "H", "H", "O", "H", "C", "O", "O", "H", "H", "N", "H", "O"], "xyz": [[0.212, -0.772, 3.218], [-0.623, 3.740, 2.661], [3.372, 0.963, -0.219], [0.095, -3.236, 2.254], [-2.590, -2.651, 1.652], [3.926, 1.689, 0.381], [2.981, -0.701, -1.511], [-0.387, -3.264, -0.142], [-2.357, -1.807, 1.199], [-1.441, -2.672, -2.016], [-1.523, -3.532, -1.535], [1.568, 1.912, 1.177], [-0.826, 0.585, -0.737], [4.608, -0.638, -1.103], [1.275, -0.186, -4.461], [-0.469, -0.538, 4.516], [0.531, 3.706, -0.799], [-1.270, -0.500, -2.101], [-0.030, 2.802, 2.782], [-0.551, 2.109, 3.554], [-1.063, -0.943, -3.515], [0.380, -2.700, 3.013], [-0.610, -2.014, 0.676], [1.975, 1.100, 0.184], [1.662, -2.541, -2.193], [0.096, -2.594, 0.344], [0.800, 3.330, -2.279], [-1.071, 3.302, 0.238], [-0.010, 0.217, -0.179], [-3.130, -1.521, 0.701], [1.276, -2.372, 2.793], [-0.408, 1.185, 1.499], [1.331, 0.139, -0.075], [-0.733, 1.541, -0.857], [0.703, -2.490, -2.236], [-4.164, 0.370, -0.242], [-1.528, -1.210, -2.733], [2.310, 2.554, 1.568], [0.982, -0.205, -3.561], [0.952, 3.006, 3.243], [-2.253, -3.366, -0.930], [-4.339, -0.585, -0.275], [1.860, -3.031, -1.405], [3.696, -0.083, -0.995], [-1.906, 3.321, -0.235], [-0.161, -0.042, 3.717], [-1.750, 4.064, -0.849], [1.594, -0.686, -3.014], [0.153, 1.996, 1.540], [-3.779, -0.817, -1.027], [0.629, 4.068, -1.687]], "forces_ev_per_a": [[-0.1, -0.3, -0.3], [0.5, -0.7, -0.2], [-1.1, -0.7, 0.4], [0.5, 0.5, -0.1], [0.1, 1.1, -0.4], [1.0, -0.6, -0.6], [-0.9, 0.3, 0.4], [-0.3, -0.2, -0.8], [0.2, -1.3, 0.8], [-0.2, -0.3, -0.1], [-0.2, -0.2, 0.0], [-3.0, -1.8, -2.0], [1.6, -1.8, 1.3], [1.1, 1.0, 0.0], [0.6, -0.2, -0.5], [0.2, 0.8, -0.9], [0.4, -0.2, -0.2], [0.0, -0.2, 0.1], [-1.1, -1.6, 1.5], [0.7, 1.5, -1.3], [0.6, 0.1, -0.8], [0.6, 0.1, 0.5], [-0.1, -0.1, -0.1], [-1.0, -2.2, 0.3], [0.1, 0.4, -0.9], [0.9, 0.4, 0.7], [0.1, -0.2, 0.2], [0.2, -0.4, 0.8], [-3.0, 1.6, -2.2], [-0.6, 0.4, 0.0], [-0.7, -0.7, -0.1], [-0.3, -1.0, 0.1], [1.8, 2.1, 0.2], [0.1, -0.1, 0.3], [-0.1, -0.1, 0.2], [-0.2, -0.1, 0.4], [-0.5, 0.4, 0.8], [0.1, 1.1, 0.8], [-1.2, 0.9, 0.2], [-0.5, 0.2, -0.3], [-0.1, -0.1, -0.1], [0.4, 0.4, -0.4], [0.0, -0.3, 0.7], [0.5, -0.2, 0.3], [0.0, 0.8, -0.8], [-0.3, -0.5, 1.4], [-0.4, -0.5, 0.2], [0.6, -0.6, 0.1], [3.3, 3.2, 1.0], [-0.2, -0.2, -0.3], [-0.2, 0.4, 0.0]], "nbo_charge": [0.49, 0.19, -0.21, 0.50, 0.48, 0.21, 0.20, 0.49, -0.99, 0.50, -0.99, 0.00, -0.99, 0.20, 0.48, 0.48, 0.46, 0.52, -0.43, 0.24, 0.50, -0.98, 0.50, -0.27, -0.97, -1.03, 0.48, 0.47, 0.48, 0.50, 0.48, 0.41, 0.16, 0.50, 0.49, 0.49, -1.00, 0.20, -0.98, 0.19, 0.46, -0.94, 0.49, -0.40, -0.95, -0.97, 0.48, 0.50, -0.67, 0.48, -0.95]}